[1]
{
  "formula": "C2H8O2Si",
  "method": "ωB97M-V/def2-TZVPD",
  "species": ["O", "H", "H", "H", "O", "H", "C", "H", "H", "C", "Si", "H", "H"],
  "positions_angstrom": [[2.055, 0.541, 0.346], [-1.078, -1.704, 0.321], [0.171, -1.920, -0.737], [-0.463, 2.012, 1.378], [2.930, -0.329, -0.371], [-2.124, 1.824, 0.686], [-1.169, 1.348, 0.826], [0.435, 0.964, -1.755], [-1.532, -1.307, -1.417], [-0.752, -1.336, -0.662], [-0.292, 0.436, -0.527], [-1.181, 0.521, 1.537], [3.000, -1.049, 0.374]],
  "nbo_charge": [-0.58, 0.25, 0.28, 0.28, -0.49, 0.26, -1.16, -0.14, 0.25, -1.18, 1.53, 0.25, 0.44],
  "mol_weight_g_mol": 92.2,
  "lumo_energy_ev": 0.1,
  "largest_force_ev_per_a": 4.36,
  "e_homo_ev": -7.9,
  "energy_ev": -14171.521,
  "charge": 0,
  "gap_ev": 8.06
}



[2]
{
  "formula": "C2H8O2Si",
  "method": "ωB97M-V/def2-TZVPD",
  "species": ["Si", "C", "O", "H", "C", "H", "H", "H", "O", "H", "H", "H", "H"],
  "positions_angstrom": [[2.458, -0.459, -1.068], [-1.237, 0.279, -0.054], [0.010, 0.808, -0.181], [-1.485, -0.756, -0.496], [-1.926, 0.361, 1.359], [3.415, 0.718, -1.015], [-1.251, -0.220, 1.992], [-1.978, 0.945, -0.627], [1.434, -0.553, 0.113], [-2.096, 1.300, 1.847], [2.011, -0.773, -2.524], [-2.730, -0.318, 1.127], [3.374, -1.333, -0.474]],
  "nbo_charge": [1.20, -0.12, -0.27, 0.20, -0.64, -0.20, 0.22, 0.23, -0.69, 0.22, -0.19, 0.21, -0.17],
  "mol_weight_g_mol": 92.2,
  "lumo_energy_ev": [-1.8, -1.6],
  "largest_force_ev_per_a": 4.43,
  "e_homo_ev": [-10.6, -10.4],
  "energy_ev": -14171.177,
  "charge": 0,
  "gap_ev": [8.78, 8.80]
}



[3]
{
  "formula": "C2H8O3",
  "method": "ωB97M-V/def2-TZVPD",
  "species": ["H", "H", "H", "C", "O", "H", "H", "O", "C", "H", "O", "H", "H"],
  "positions_angstrom": [[-0.991, 0.605, 1.997], [1.726, -1.168, -0.407], [0.138, 2.913, 1.277], [-0.455, 0.891, 1.074], [2.443, -1.709, -0.692], [-1.456, -2.866, -1.222], [-0.510, -1.931, -0.622], [-0.752, -2.305, -1.475], [-0.547, 2.335, 0.654], [2.039, -2.070, -1.497], [0.209, 0.086, 0.471], [-1.555, 2.717, 0.828], [-0.290, 2.503, -0.387]],
  "nbo_charge": [0.11, 0.47, 0.25, 0.46, -0.94, 0.46, 0.47, -0.94, -0.73, 0.47, -0.56, 0.23, 0.24],
  "mol_weight_g_mol": 80.1,
  "lumo_energy_ev": 0.7,
  "largest_force_ev_per_a": 1.68,
  "e_homo_ev": -10.6,
  "energy_ev": -8345.789,
  "charge": 0,
  "gap_ev": 11.29,
  "smiles": "CC=O.O.O"
}



[4]
{
  "formula": "C2H8O3Sn",
  "method": "ωB97M-V/def2-TZVPD",
  "species": ["C", "H", "H", "H", "H", "H", "C", "Sn", "H", "O", "O", "H", "O", "H"],
  "positions_angstrom": [[2.017, -0.030, 0.250], [-4.487, -2.225, 0.500], [-0.702, 1.617, -0.077], [1.470, 1.625, -0.902], [1.385, 2.041, 0.787], [3.069, 0.247, 0.233], [1.206, 1.226, 0.086], [-1.029, -1.247, -0.354], [1.650, -0.567, 1.123], [-0.204, 0.811, 0.135], [1.671, -0.817, -0.882], [2.002, -0.411, -1.696], [-3.815, -1.558, 0.293], [-4.235, -0.712, 0.505]],
  "nbo_charge": [-0.10, 0.54, 0.55, 0.21, 0.25, 0.25, -0.10, 1.82, 0.20, -0.87, -0.77, 0.52, -1.01, 0.51],
  "mol_weight_g_mol": 198.8,
  "lumo_energy_ev": -11.0,
  "largest_force_ev_per_a": 1.49,
  "e_homo_ev": -19.7,
  "energy_ev": -14158.778,
  "charge": 2,
  "gap_ev": 8.69
}